## one
15
Properties=species:S:1:pos:R:3:mulliken_charge:R:1 method="wB97M-V/def2-TZVPD" homo_lumo_gap_ev=8.13 e_homo_ha=-0.30612 e_lumo_ev=-0.195
C -0.995 -0.531 0.037 -0.14
C 0.162 -1.305 -0.248 0.12
C -0.422 0.458 0.910 -0.12
C 0.953 -0.253 0.855 0.57
C 2.047 0.709 0.342 -1.30
N -2.440 -0.625 -0.486 -0.21
O 0.495 -2.179 -1.007 -0.67
O -0.958 1.434 1.394 -0.70
H 0.998 -0.819 1.820 0.33
H 1.769 1.417 -0.456 0.33
H 2.877 0.173 -0.176 0.32
H 2.253 1.374 1.139 0.38
H -2.704 0.201 -1.018 0.36
H -3.040 -0.770 0.303 0.37
H -2.456 -1.411 -1.175 0.36

---

## two
15
Properties=species:S:1:pos:R:3:mulliken_charge:R:1 method="wB97M-V/def2-TZVPD" homo_lumo_gap_ev=10.76 e_homo_ha=-0.36153 e_lumo_ev=0.924
C 1.024 -0.477 0.038 -0.25
C 0.171 0.233 -1.009 -0.39
C 0.017 0.324 1.140 -0.15
C -1.177 -0.576 0.703 -0.19
C -1.142 -0.448 -0.674 -0.29
H 2.344 0.583 -0.257 0.37
H 0.982 -1.613 0.092 0.37
H 0.638 0.813 -1.831 0.40
H -0.512 2.081 -0.112 0.28
H 0.384 0.567 2.156 0.41
H -1.610 -1.635 0.980 0.34
H -1.647 -1.123 -1.253 0.72
N 0.256 1.353 0.115 -0.55
O 2.467 -0.331 -0.012 -0.56
O -2.195 0.251 -0.076 -0.50

---

## three
15
Properties=species:S:1:pos:R:3:mulliken_charge:R:1 method="wB97M-V/def2-TZVPD" homo_lumo_gap_ev="7.74 / 7.74" e_homo_ha="-0.26314 / -0.26311" e_lumo_ev="0.577 / 0.576"
C 0.123 1.305 -0.133 -1.17
C -0.200 -0.545 0.946 0.38
C 0.516 1.041 -2.673 -0.57
C 0.359 0.544 -1.302 1.32
C -0.903 -1.015 2.110 -0.97
N 1.011 -0.793 -0.910 -0.28
O 0.423 -1.362 0.198 -0.11
O -0.712 0.452 -2.300 -0.49
H -0.662 1.952 0.093 0.28
H 0.413 2.092 -2.855 0.27
H 1.014 0.331 -3.391 0.19
H -1.825 -0.593 1.970 0.29
H -0.472 -0.643 3.076 0.28
H -0.898 -2.124 2.164 0.30
H 0.919 -1.382 -1.656 0.28

---

Which structure is most stable? one, by 65.7 kcal/mol over the runner-up.